{"formula": "C3H6Cl4NaO19", "method": "ωB97M-V/def2-TZVPD", "homo_ha": -0.0851, "total_charge": -3, "species": ["Cl", "Cl", "Cl", "Cl", "Na", "O", "O", "O", "O", "O", "O", "O", "O", "O", "O", "O", "O", "O", "O", "O", "O", "O", "O", "O", "C", "C", "C", "H", "H", "H", "H", "H", "H"], "xyz": [[-10.3088, -4.9848, 8.7784], [-7.0192, -5.7356, 16.6590], [-12.7546, -1.2737, 15.9156], [-15.7522, -9.9893, 15.2723], [-11.6186, -6.8244, 14.2356], [-11.1646, -5.4615, 9.8455], [-10.5198, -11.9891, 11.4736], [-13.7736, -0.3388, 16.1046], [-10.0026, -3.6540, 9.1356], [-6.4015, -6.9223, 16.1907], [-11.1043, -4.9166, 7.5826], [-9.4526, -10.4482, 12.7460], [-11.9829, -0.8264, 14.7944], [-13.2795, -2.5792, 15.6784], [-7.3497, -5.0844, 15.4559], [-16.6447, -11.1089, 15.2389], [-15.1633, -9.7865, 13.9619], [-6.0724, -4.9542, 17.4145], [-14.7107, -10.0949, 16.2553], [-9.1242, -5.7026, 8.7309], [-8.1273, -6.0774, 17.5139], [-9.9550, -12.5085, 13.6384], [-16.5657, -8.8300, 15.6392], [-11.8592, -1.2794, 17.0272], [-9.8562, -11.5819, 12.6355], [-9.5413, -12.1553, 14.9553], [-11.1109, -13.2836, 11.3948], [-9.7884, -11.1388, 15.2616], [-8.4588, -12.2825, 14.9410], [-9.9794, -12.8390, 15.6824], [-11.3128, -13.4828, 10.3424], [-12.0376, -13.5082, 11.9230], [-10.4157, -14.0169, 11.8036]], "nbo_charge": [2.60, 2.59, 2.61, 2.54, 0.99, -0.92, -0.51, -0.90, -0.92, -0.92, -0.89, -0.59, -0.91, -0.90, -0.88, -0.88, -0.89, -0.90, -0.88, -0.87, -0.89, -0.54, -0.89, -0.90, 0.99, -0.25, -0.25, 0.21, 0.18, 0.19, 0.19, 0.19, 0.18]}

{"formula": "C3H6Cl6", "method": "ωB97M-V/def2-TZVPD", "homo_ha": -0.4048, "smiles": "ClCCl.ClCCl.ClCCl", "species": ["Cl", "Cl", "Cl", "Cl", "Cl", "Cl", "C", "C", "C", "H", "H", "H", "H", "H", "H"], "xyz": [[1.2703, 0.9694, -0.4087], [-4.0837, -3.3214, -0.8273], [-3.1321, -1.1282, -2.5360], [3.0755, 3.3308, 3.1464], [3.0053, 0.4414, 2.6618], [0.5468, -1.3073, -2.1188], [-2.7450, -2.2394, -1.2001], [2.0923, 1.8699, 3.1702], [0.5905, 0.4613, -1.9530], [1.2683, 2.0081, 2.4816], [-0.4269, 0.8266, -2.0122], [1.7500, 1.6880, 4.1805], [-1.8847, -2.8175, -1.5082], [-2.5342, -1.6364, -0.3267], [1.2077, 0.8547, -2.7495]], "nbo_charge": [-0.02, -0.02, -0.04, -0.02, -0.02, -0.04, -0.39, -0.40, -0.39, 0.22, 0.23, 0.22, 0.23, 0.22, 0.23]}

{"formula": "C3H6ClFN2", "method": "ωB97M-V/def2-TZVPD", "homo_ha": -0.3370, "smiles": "CN/N=C\\[C@H](F)Cl", "species": ["Cl", "F", "N", "N", "C", "C", "C", "H", "H", "H", "H", "H", "H"], "xyz": [[-3.0838, -0.5025, -0.3106], [-1.7182, 1.3582, 0.5502], [1.1923, -0.5895, -0.5183], [0.5000, -1.2537, 0.4486], [-0.6566, -0.8977, 0.7160], [1.3082, 0.7253, -0.2027], [-1.5019, 0.1159, -0.1005], [1.8923, 1.2052, -1.0483], [-1.2477, -1.3704, 1.5409], [-1.0684, 0.3553, -1.1209], [0.3379, 1.1179, -0.1078], [2.0602, -0.9949, -0.5020], [1.9858, 0.7310, 0.6555]], "nbo_charge": [0.01, -0.36, -0.45, -0.21, 0.00, -0.42, 0.07, 0.20, 0.21, 0.21, 0.21, 0.35, 0.18]}

{"formula": "C3H6ClFNO2", "method": "ωB97M-V/def2-TZVPD", "homo_ha": -0.1628, "total_charge": -1, "species": ["Cl", "F", "O", "O", "N", "C", "C", "C", "H", "H", "H", "H", "H", "H"], "xyz": [[0.3728, -2.8144, 1.9518], [1.1376, 1.4929, 1.2493], [0.0161, 1.7448, -1.7509], [1.8378, 0.6201, -1.6556], [0.6854, 0.8257, -1.3273], [0.7332, 0.0046, 1.0135], [-1.4453, -0.0324, -0.3092], [0.0632, -0.1410, -0.3390], [-1.8598, -0.0186, -1.3237], [-0.0604, -0.0490, 1.7820], [-1.8099, -0.9289, 0.2101], [-1.7628, 0.8655, 0.2386], [1.7388, -0.4316, 0.9789], [0.3533, -1.1375, -0.7185]], "nbo_charge": [-0.96, -0.47, -0.39, -0.39, 0.55, 0.06, -0.63, -0.17, 0.22, 0.23, 0.25, 0.22, 0.23, 0.26]}

{"formula": "C3H6ClN", "method": "ωB97M-V/def2-TZVPD", "homo_ha": -0.3045, "smiles": "C=CNCCl", "species": ["Cl", "N", "C", "C", "C", "H", "H", "H", "H", "H", "H"], "xyz": [[1.4643, 2.4540, 0.8202], [0.3430, -0.1403, 0.3721], [-2.0173, -1.0767, -0.2921], [1.6341, 0.7458, 0.1636], [-0.8764, -0.2362, -0.3367], [-2.6802, -0.8952, -1.0727], [1.8605, 0.8871, -0.8370], [-0.6868, 0.6175, -1.0330], [0.5882, -0.9178, 0.8522], [2.4660, 0.4446, 0.7998], [-2.0953, -1.8828, 0.5635]], "nbo_charge": [-0.11, -0.62, -0.55, -0.16, 0.03, 0.22, 0.20, 0.18, 0.37, 0.23, 0.21]}

{"formula": "C3H6ClN3", "method": "ωB97M-V/def2-TZVPD", "homo_ha": -0.3103, "species": ["Cl", "N", "N", "N", "C", "C", "C", "H", "H", "H", "H", "H", "H"], "xyz": [[-3.2246, -0.4047, -0.0004], [3.5902, -0.7059, -0.1823], [2.2960, -0.4905, 0.0231], [0.5481, 1.2584, 0.0590], [1.7382, 0.8382, -0.1098], [-0.3885, 0.2520, 0.4931], [-1.4923, 0.2209, -0.3341], [2.5022, 1.5205, -0.5063], [-1.4758, 0.6310, -1.4110], [-0.1355, -0.1058, 1.7021], [4.3540, -0.2608, 1.1010], [1.6736, -1.2687, 0.1741], [3.7154, -1.9370, -0.6472]], "nbo_charge": [-0.08, -0.60, -0.48, -0.48, 0.29, -0.14, -0.19, 0.19, 0.24, 0.23, 0.24, 0.38, 0.39]}

{"formula": "C3H6ClN3", "method": "ωB97M-V/def2-TZVPD", "homo_ha": -0.7583, "smiles": "ClC1=[NH+]CNC=[NH+]1", "total_charge": 2, "species": ["Cl", "N", "N", "N", "C", "C", "C", "H", "H", "H", "H", "H", "H"], "xyz": [[-0.2340, -0.5303, -2.9746], [0.0368, 0.5050, 1.2473], [-0.9477, 0.6206, -0.7321], [0.7821, -0.8503, -0.5721], [-0.0560, -0.2497, -1.3465], [-0.8309, 1.0814, 0.4692], [0.6577, -0.7168, 0.8052], [0.1061, 0.8562, 2.2045], [1.6814, -1.2560, -0.8892], [-1.6496, 1.1676, -1.2748], [1.7449, -0.7732, 1.2216], [-1.4946, 1.8309, 0.6930], [0.2038, -1.6855, 1.1485]], "nbo_charge": [0.34, -0.45, -0.56, -0.47, 0.48, 0.45, -0.11, 0.49, 0.50, 0.49, 0.29, 0.28, 0.27]}

{"formula": "C3H6ClN3O5", "method": "ωB97M-V/def2-TZVPD", "homo_ha": -0.3562, "species": ["Cl", "O", "O", "O", "O", "O", "N", "N", "N", "C", "C", "C", "H", "H", "H", "H", "H", "H"], "xyz": [[-4.6684, -0.6314, -0.0597], [0.1634, -0.2011, -0.1180], [-0.6214, 1.0514, 1.9367], [-0.3732, 1.7758, -1.3890], [-2.8702, 1.2445, -1.5325], [-0.8569, 2.9226, 0.8412], [-0.5805, 1.7495, 0.9312], [-2.8834, -0.2907, 0.1755], [-2.2990, -0.8371, 1.2988], [1.5869, -0.1563, -0.3866], [-0.5000, 0.9774, -0.3264], [-2.3706, 0.6489, -0.5820], [-1.3383, -1.0064, 1.0669], [2.0424, -0.1530, 0.5733], [1.9443, 0.7218, -0.7692], [-1.1113, 2.0247, -1.9604], [1.8074, -0.9540, -0.9582], [-2.4975, -0.4924, 2.2331]], "nbo_charge": [0.10, -0.53, -0.40, -0.71, -0.60, -0.34, 0.46, -0.25, -0.63, -0.25, 0.59, 0.63, 0.40, 0.19, 0.20, 0.55, 0.20, 0.39]}

Number 1: frontier orbital gap 6.65 eV. Number 2: frontier orbital gap 11.63 eV. Number 3: frontier orbital gap 10.15 eV. Number 4: frontier orbital gap 7.84 eV. Number 5: frontier orbital gap 9.21 eV. Number 6: frontier orbital gap 7.99 eV. Number 7: frontier orbital gap 9.97 eV. Number 8: frontier orbital gap 8.91 eV.